Molecular formula: C18H18F6N11O7S4Ti
Method: DFT, ωB97M-V with the def2-TZVPD basis set

Element x y z (Å)
Ti: 0.64921 0.08788 0.84166
C: -4.49563 1.89656 0.66775
C: -3.59241 2.47889 1.68584
N: -3.31256 3.73805 1.84361
N: -2.44837 3.75018 2.89756
C: -2.16276 2.53207 3.39402
S: -1.18498 2.09866 4.67794
N: -2.92084 1.72275 2.60642
N: -2.89920 0.34258 2.70876
H: -5.01962 2.70304 0.16211
H: -5.22480 1.23149 1.13682
H: -3.92782 1.34176 -0.07886
H: -2.03486 4.60576 3.21876
H: -3.53401 -0.07799 2.05031
H: -3.02633 0.08118 3.67863
F: 4.53530 0.81781 4.71213
C: 4.10035 1.04492 3.47306
F: 4.32042 -0.04322 2.73722
F: 4.78879 2.05777 2.95584
S: 2.30749 1.49024 3.49167
O: 1.91402 1.33999 2.09725
O: 2.27935 2.79983 4.03908
N: 1.74589 0.36185 4.43181
S: 0.63137 -0.65985 4.05243
O: -0.05838 -1.20479 5.16957
O: -0.10584 -0.43785 2.81632
C: 1.66505 -2.07490 3.45501
F: 2.72994 -2.30745 4.21789
F: 2.10590 -1.75701 2.21187
F: 0.95257 -3.19064 3.36556
O: 2.26343 -2.74370 -1.00085
C: 2.75891 -1.61510 -1.11090
C: 3.94981 -1.36802 -2.02744
C: 4.20246 0.12041 -1.90213
C: 3.13485 0.58547 -0.91981
O: 3.02680 1.72225 -0.53649
N: 2.31929 -0.48506 -0.52300
H: 3.66180 -1.66563 -3.03522
H: 4.77487 -2.01156 -1.72363
H: 4.07122 0.67186 -2.83229
H: 5.17888 0.37716 -1.49266
O: -0.68489 1.47305 0.56650
N: 0.00412 1.25418 -0.58930
C: -0.58589 1.53674 -1.77923
C: -1.85446 2.12294 -1.92539
N: -2.90477 2.57671 -2.10422
C: 0.14778 1.13298 -2.91450
N: 0.75191 0.80193 -3.84671
C: 0.71282 -2.81120 -4.31224
C: -0.43171 -2.32226 -3.49535
C: -1.60348 -1.84426 -4.00919
C: -2.54697 -1.32823 -3.10950
N: -2.36107 -1.32828 -1.79928
C: -1.21512 -1.81909 -1.31004
S: -0.93770 -1.87288 0.37271
N: -0.28573 -2.32919 -2.15632
C: -3.81754 -0.72082 -3.61714
H: 0.43164 -2.87145 -5.36043
H: 1.05329 -3.78616 -3.96277
H: 1.54089 -2.10986 -4.21322
H: -1.76172 -1.80163 -5.07601
H: 0.62462 -2.59189 -1.72104
H: -4.47910 -1.50670 -3.98984
H: -3.60648 -0.03941 -4.44208
H: -4.31001 -0.17286 -2.81904

Energy above the lowest of the compared OMol25 structures with the same formula, charge and spin ... 18.92 kcal per mole
Charge ... -1
HOMO level (spin up / spin down) ... -3.713 / -3.700 eV
Molecular weight ... 790.5 g mol⁻¹
E ... -4867.28815 Ha
E_LUMO (spin up / spin down) ... 0.0753 / 0.0753 hartree